[1]
210
Properties=species:S:1:pos:R:3:forces:R:3:lowdin_charge:R:1 method="wB97M-V/def2-TZVPD" spin_multiplicity=1 total_energy_ev=-137517.05152 homo_lumo_gap_ev=7.05 smiles="O=[N+]([O-])c1ccccc1.O=[N+]([O-])c1ccccc1.O=[N+]([O-])c1ccccc1.CC1(C)CCCC(C)(C)N1O.CC1(C)CCCC(C)(C)N1O.CC1(C)CCCC(C)(C)N1O.C[C@H]1COC(=O)O1.C[C@H]1COC(=O)O1.C[C@H]1COC(=O)O1.C[C@H]1COC(=O)O1.C[C@H]1COC(=O)O1.C[C@H]1COC(=O)O1"
C 11.456 20.359 13.696 0.08 -0.04 0.33 -0.25
H 19.296 17.490 13.962 -0.07 0.14 -0.40 0.08
H 12.146 18.680 17.566 -0.32 -0.03 0.32 0.12
C 18.914 10.838 15.394 0.36 1.39 -0.07 -0.07
H 17.160 19.361 12.234 0.83 -0.12 -1.12 0.05
C 10.234 18.655 12.901 -1.66 0.49 -1.86 -0.57
H 15.458 18.880 12.498 -0.18 -0.55 -0.34 0.06
C 13.083 17.026 11.030 -0.32 0.96 -0.19 -0.56
H 14.568 13.011 15.935 -0.12 0.36 0.01 0.11
O 11.226 18.922 13.692 1.24 -0.19 1.21 0.09
C 17.490 25.206 12.417 -0.83 -0.26 -0.34 -0.04
H 15.622 18.741 20.234 -0.16 0.86 -0.05 0.13
C 13.201 18.444 17.694 -0.17 -0.61 -0.81 -0.11
C 18.759 20.156 14.871 1.45 -0.31 0.67 -0.48
H 24.895 23.438 17.381 -0.55 0.23 -0.55 0.12
C 18.941 11.477 16.640 0.02 -0.10 0.19 -0.06
C 22.801 18.542 18.081 -0.08 1.14 0.56 -0.25
C 12.484 20.652 12.631 0.93 0.26 0.17 -0.02
H 18.046 21.687 13.478 -0.01 -0.24 -0.31 0.07
C 15.825 24.247 13.904 -0.17 0.02 -0.47 0.00
H 20.776 23.378 16.847 0.24 -0.04 0.67 0.05
H 16.850 12.517 11.581 -0.31 -0.43 0.59 0.12
O 13.287 23.624 14.390 -0.47 -0.18 -0.56 0.08
H 25.303 24.443 14.573 0.36 1.19 -0.64 0.07
H 18.850 18.461 11.333 -0.20 0.16 0.08 0.11
H 12.472 16.498 19.452 -0.05 -0.48 -1.17 0.09
C 24.916 23.464 14.644 -1.58 -0.88 0.64 -0.01
C 14.784 20.805 10.251 -0.63 -0.62 -0.98 -0.14
O 9.599 19.834 12.554 -0.81 -0.85 0.23 0.05
H 16.909 16.586 13.682 0.01 0.52 0.03 0.08
H 11.512 16.216 17.905 -0.47 0.09 0.68 0.08
H 15.263 15.035 14.567 -0.20 -0.50 -0.10 0.07
C 16.054 13.843 12.994 0.01 0.42 0.44 -0.07
H 19.245 11.081 13.289 -0.38 0.17 0.11 0.11
H 14.652 21.418 11.155 0.06 -0.14 -0.36 0.12
O 12.738 23.829 12.285 0.64 0.14 1.05 0.05
C 16.434 25.509 11.537 1.30 0.22 -0.51 -0.06
H 17.471 15.959 18.836 -0.78 0.77 -0.76 0.10
H 14.378 25.216 11.014 -0.26 0.31 -0.23 0.12
O 16.554 10.148 11.628 1.62 -0.99 -2.69 0.11
H 20.757 20.648 15.781 -0.30 0.58 0.33 0.06
H 15.925 21.165 16.517 -0.69 0.73 0.91 0.10
O 16.132 20.686 9.891 2.25 0.76 -0.70 0.02
C 15.962 19.491 15.311 -0.42 -0.82 1.19 -0.16
H 19.432 17.733 8.456 0.03 -0.13 0.02 0.09
O 19.642 15.506 16.708 0.06 0.33 1.59 0.10
N 22.752 24.558 14.896 0.01 1.44 1.27 -0.08
H 13.635 17.177 15.373 0.23 0.21 -0.50 0.07
H 12.853 21.661 12.699 0.00 0.36 0.54 0.04
C 22.310 25.676 17.017 0.34 -0.10 0.45 -0.13
H 17.159 17.406 17.681 0.58 -0.35 -0.41 0.06
H 21.662 26.995 14.560 0.75 0.00 -0.01 0.08
H 16.670 25.984 10.598 0.01 0.07 -0.14 0.11
C 10.040 20.866 13.414 0.79 0.88 -0.43 -0.09
H 16.818 23.613 18.888 -0.30 -0.40 0.24 0.15
H 24.592 23.040 13.696 0.45 -0.03 -0.20 0.08
C 22.860 17.163 18.712 0.38 0.35 -0.21 -0.02
H 19.897 19.235 16.480 -0.11 0.06 0.17 0.07
O 15.192 15.355 17.417 -0.22 0.19 -0.24 -0.04
N 19.579 14.998 15.632 -0.09 -0.18 -0.73 -0.34
H 17.996 20.157 16.877 0.14 0.03 -0.33 0.11
O 19.705 15.620 14.599 0.02 0.25 -0.91 0.06
H 10.664 15.353 11.264 -0.05 0.22 -0.24 0.12
C 21.819 19.495 18.845 0.73 -1.47 0.14 -0.12
H 16.250 21.614 14.860 -0.27 0.46 -0.61 0.07
O 13.448 16.177 11.954 0.94 -1.31 0.65 0.09
C 17.144 24.551 13.583 0.37 0.18 1.16 -0.07
C 19.728 18.146 9.424 -0.41 -0.01 -0.70 -0.01
H 11.983 16.832 15.869 0.24 -0.25 -0.18 0.10
C 13.376 16.907 17.445 1.19 1.30 2.22 -0.53
H 20.351 23.567 15.235 -0.71 -0.51 -1.04 0.04
H 14.765 15.344 19.829 0.23 0.31 0.06 0.09
H 13.208 15.530 15.802 -0.04 -0.70 -0.07 0.06
H 16.067 19.015 16.298 0.09 -0.56 -0.35 0.10
H 23.689 21.512 15.991 0.05 -0.34 -0.08 0.09
C 19.108 11.578 14.248 0.51 1.31 -0.34 -0.03
C 11.644 15.274 10.795 0.51 -0.21 0.66 -0.05
H 15.808 19.253 18.506 0.16 0.08 0.22 0.10
C 15.044 16.361 20.157 0.63 -1.88 0.45 -0.04
C 13.740 18.946 19.035 1.19 1.94 -1.11 -0.16
H 20.883 19.632 18.325 -0.33 -0.19 0.20 0.10
C 12.696 14.931 11.914 -0.65 0.96 -0.49 -0.26
H 16.041 20.392 13.064 0.24 -0.12 -0.19 0.08
H 14.165 16.744 20.627 -0.62 0.64 0.13 0.05
C 17.941 20.750 15.948 -1.24 1.69 1.09 -0.13
C 17.426 23.261 19.726 1.49 -1.13 -1.10 -0.25
C 16.757 18.745 14.255 -1.21 -0.18 -0.15 -0.46
O 19.411 22.087 19.201 -0.22 -2.03 -0.29 0.04
H 22.606 18.610 16.975 0.17 -0.47 1.04 0.16
C 18.711 17.793 10.493 -0.78 0.03 0.83 -0.29
H 12.192 20.619 11.594 -0.73 -0.63 -0.28 0.10
H 17.901 24.328 14.332 0.00 -0.13 -0.25 0.10
H 13.175 18.725 19.896 -0.86 -1.04 0.87 0.08
H 15.539 23.727 14.804 0.21 0.06 0.15 0.10
H 13.630 20.055 19.013 0.18 -0.46 -0.08 0.12
C 12.147 14.720 13.290 -0.17 -0.17 1.20 -0.03
H 22.562 23.887 18.235 -0.39 -0.68 0.43 0.09
C 12.486 16.135 18.391 -0.81 -0.46 -0.09 -0.03
H 22.693 24.242 13.005 0.31 0.34 -0.08 0.10
H 23.237 17.225 19.744 -0.33 0.16 -0.30 0.10
C 18.956 23.392 19.342 -2.02 0.32 1.60 -0.11
C 17.107 23.856 21.046 -0.63 0.26 0.54 -0.04
C 23.680 23.578 15.573 -0.59 0.00 -0.70 -0.49
N 18.172 18.838 14.603 -0.26 0.51 -0.54 -0.06
H 19.612 24.662 16.444 0.50 -0.26 -0.32 0.09
O 24.080 19.252 18.303 -0.11 0.08 0.19 0.06
N 14.812 16.704 17.718 1.24 0.53 -0.73 -0.09
H 13.628 20.666 6.916 -0.14 0.13 0.64 0.09
H 13.018 14.432 13.920 -0.93 -0.36 -0.35 0.05
C 15.381 14.013 14.191 0.41 0.27 0.62 -0.10
H 19.301 20.561 12.868 0.27 0.12 -0.77 0.07
H 14.284 19.415 7.969 0.28 0.17 0.09 0.08
C 19.278 13.019 14.311 -0.36 -3.43 -1.85 0.02
H 21.869 16.728 18.693 -0.27 -0.13 0.10 0.08
C 24.211 24.150 16.868 1.05 0.65 0.42 -0.16
O 22.144 24.013 13.753 -0.53 -0.88 -0.12 -0.04
H 14.478 19.760 10.359 -0.50 0.66 0.53 0.09
C 18.422 21.158 19.558 1.77 -0.58 1.09 -0.54
H 13.658 18.964 16.824 0.21 -0.17 0.74 0.10
H 16.669 16.947 15.402 -0.58 0.09 -0.81 0.09
H 19.683 21.949 13.916 0.74 0.13 0.32 0.06
H 19.307 13.351 17.688 -0.14 -0.34 -0.66 0.13
H 12.687 19.948 8.291 -0.07 0.28 -0.10 0.09
H 12.711 15.062 18.296 0.19 0.25 0.50 0.09
O 22.496 20.705 18.806 1.47 2.04 0.40 0.02
O 15.702 9.170 13.323 0.18 -0.92 0.57 0.08
H 16.458 17.984 10.718 0.10 0.02 0.40 0.09
H 20.314 26.013 14.240 -0.27 -0.49 -0.23 0.06
H 18.814 9.786 15.372 -0.19 -0.92 -0.24 0.10
H 15.287 17.054 14.176 0.44 0.48 0.19 0.07
H 11.743 15.607 13.830 -0.01 -0.34 -1.05 0.09
H 13.352 19.995 12.761 -0.30 -0.01 -0.02 0.08
C 20.100 19.812 15.583 0.60 -0.63 -1.23 -0.01
H 24.838 25.035 16.603 -0.26 -0.50 0.09 0.13
C 17.239 17.725 10.021 0.61 -0.75 -1.61 -0.03
C 21.648 25.126 15.749 0.86 -0.09 0.18 -0.48
H 14.894 19.382 15.117 -0.08 0.25 -0.39 0.11
H 15.529 15.459 16.511 0.10 -0.23 0.47 0.06
C 18.985 21.169 13.692 -1.42 -1.28 0.78 0.03
O 18.883 18.266 13.540 0.75 -0.97 -0.17 -0.05
O 17.853 14.422 10.657 0.65 2.42 0.82 0.09
H 16.457 14.733 12.501 -0.33 -0.65 -0.08 0.09
C 17.043 16.987 18.673 0.64 -0.29 1.18 -0.03
C 16.458 21.511 8.819 -4.63 -0.78 2.01 -0.58
H 17.772 23.366 21.764 -0.45 0.00 0.23 0.10
O 18.843 16.480 11.100 -0.64 -1.14 -0.48 0.08
H 13.348 14.068 11.710 0.05 0.61 -0.46 0.15
H 20.392 26.932 15.701 -0.02 -0.30 0.36 0.09
H 11.864 20.592 14.680 -0.19 0.08 -0.04 0.15
N 13.516 23.947 13.237 -0.57 0.48 -0.41 -0.34
C 15.870 11.433 13.275 -0.24 2.95 0.73 -0.15
H 19.374 13.614 13.425 0.07 0.11 -0.30 0.12
H 14.917 10.727 15.091 0.13 0.70 -0.39 0.13
O 17.319 21.784 19.874 -1.53 1.58 -0.45 0.08
H 25.691 22.893 15.126 0.14 -0.66 0.00 0.09
O 9.907 17.601 12.439 0.29 0.06 0.48 0.16
H 19.125 24.000 18.489 0.17 0.21 -0.98 0.09
H 11.357 13.941 13.233 0.62 0.25 0.37 0.11
O 13.592 18.119 10.920 -0.53 -0.84 -0.34 0.10
C 16.344 19.346 12.893 -0.44 0.94 1.62 0.00
C 15.136 25.139 11.767 -0.53 -0.63 0.68 0.00
H 21.448 26.037 17.584 0.33 0.33 0.37 0.11
C 15.205 11.615 14.501 0.71 -0.70 -0.65 0.01
C 23.166 24.663 17.821 -0.36 1.08 -0.99 -0.16
H 10.077 21.788 12.837 0.10 0.04 -0.15 0.13
H 17.667 17.600 19.353 -0.58 0.03 -0.20 0.08
H 9.369 21.097 14.260 0.32 -0.80 -0.08 0.14
C 22.934 22.268 15.788 0.54 -0.75 0.31 -0.03
H 17.363 24.918 21.084 -0.15 0.00 -0.21 0.09
O 17.086 16.272 9.681 0.86 1.71 1.83 0.06
H 18.542 25.380 12.162 -0.58 0.14 0.11 0.12
O 18.593 19.973 19.744 0.17 1.75 -1.04 0.13
C 14.831 24.520 12.977 0.94 -0.28 -0.26 -0.15
C 16.357 17.256 14.364 0.74 -0.50 0.59 -0.01
H 23.680 25.199 18.615 -0.17 -0.06 0.31 0.11
H 23.012 26.504 16.778 -0.72 -0.17 -0.08 0.13
C 15.557 17.152 18.965 -1.44 -0.30 -0.57 -0.49
H 19.389 23.882 20.201 0.78 -0.01 0.24 0.12
C 16.303 12.569 12.531 0.12 -0.83 -0.39 0.01
H 23.527 16.499 18.183 0.18 -0.16 -0.29 0.08
H 18.775 10.857 17.519 0.14 0.36 0.00 0.11
H 13.461 22.206 9.124 0.27 -0.87 -0.04 0.16
H 20.741 19.174 14.955 -0.35 0.02 -0.07 0.09
H 15.753 16.196 20.983 0.20 0.36 -0.39 0.09
O 15.324 22.081 8.351 -0.25 -0.65 0.51 0.07
H 11.620 14.595 9.944 0.09 -0.08 0.17 0.13
C 16.410 20.881 15.621 2.19 -0.15 -0.18 -0.14
H 16.024 23.737 21.287 0.92 0.00 0.08 0.11
C 14.193 21.381 8.954 -0.92 1.01 -0.66 -0.26
H 18.479 21.706 16.142 -0.81 -0.13 0.26 0.13
C 23.854 20.554 18.633 -1.37 -0.69 -1.47 -0.53
H 20.772 17.832 9.597 -0.57 0.28 0.38 0.10
C 13.038 16.561 16.022 -0.41 0.94 0.33 -0.03
O 17.498 21.684 8.377 4.30 0.36 -1.30 0.21
O 12.060 16.560 10.300 0.14 0.07 0.01 0.08
H 22.262 22.236 16.664 0.39 0.26 -0.50 0.06
N 16.110 10.133 12.719 -1.74 0.69 1.24 -0.40
O 24.642 21.450 18.585 -0.33 -0.69 0.67 0.15
C 17.914 15.645 10.572 0.11 -2.16 -2.09 -0.52
C 19.337 13.549 15.520 0.13 0.88 2.89 -0.17
H 17.097 18.290 9.099 -0.06 -0.10 0.08 0.13
C 20.985 26.303 15.035 -0.22 0.36 -0.35 -0.04
H 21.695 19.192 19.916 -0.18 0.03 -0.91 0.15
C 13.663 20.315 7.963 0.22 0.04 0.31 -0.01
C 20.528 24.123 16.118 -0.03 0.91 0.13 -0.04
H 19.631 19.243 9.317 0.41 -0.41 0.02 0.10
C 15.242 18.645 19.215 -0.33 -1.13 -0.55 -0.12
H 22.392 21.984 14.884 0.01 0.01 0.12 0.08
C 15.008 12.916 14.952 -0.27 -0.58 0.29 -0.07
C 19.212 12.824 16.725 -0.23 0.30 0.24 0.01

[2]
94
Properties=species:S:1:pos:R:3:forces:R:3:lowdin_charge:R:1 method="wB97M-V/def2-TZVPD" total_charge=-1 spin_multiplicity=1 total_energy_ev=-105799.64511 de_lowest_kj_mol=110.7 homo_lumo_gap_ev="5.97 / 4.56"
C 2.957 -5.294 -0.365 -0.01 -0.09 0.12 -0.21
H 1.708 -4.816 4.152 0.04 0.03 -0.01 0.11
H 3.186 -3.229 0.165 -0.02 0.00 0.09 0.08
H 3.053 -7.380 -0.851 -0.03 -0.02 0.02 0.10
H 5.516 -7.496 -0.688 0.00 -0.01 -0.03 0.09
H 0.376 -5.845 2.399 0.08 -0.02 0.07 0.13
H 0.481 0.841 -2.261 0.09 0.06 -0.04 0.02
C -0.821 0.942 -6.917 0.06 -0.06 0.11 -0.29
H -4.499 0.073 -0.220 0.00 -0.03 -0.06 0.07
N 2.155 2.388 -0.655 -0.20 0.52 -0.14 0.02
H 1.109 -4.548 -1.170 -0.06 -0.11 0.02 0.04
C 0.007 -2.774 2.178 -0.12 -0.26 -0.32 -0.72
H 6.181 -0.171 -2.870 0.01 0.00 0.04 0.09
C 5.735 -5.425 -0.181 0.07 -0.04 -0.02 -0.11
N 1.001 -4.563 0.873 0.21 0.05 0.00 -0.15
N -1.691 2.922 0.406 -0.84 0.34 -0.71 -0.03
C 0.968 -0.485 5.370 0.00 0.09 0.01 -0.05
H 0.019 -0.118 4.999 -0.08 -0.06 -0.10 0.08
H 1.373 4.813 -2.842 0.00 0.02 -0.02 0.11
N 2.377 -0.685 -1.012 0.38 -0.13 -0.23 0.13
H -2.200 -0.724 0.027 0.11 0.04 0.07 -0.03
N -3.250 2.531 2.014 -0.10 -0.01 -0.23 0.07
H 5.203 3.167 -1.827 0.01 -0.08 0.03 0.10
H -0.724 -0.546 -2.312 -0.01 -0.04 0.05 0.02
H 0.562 2.562 -6.732 0.02 -0.02 -0.02 0.11
C 5.007 -6.555 -0.519 0.05 -0.06 -0.02 -0.11
C 0.286 1.507 -4.884 -0.09 -0.13 0.30 -0.03
H 1.614 1.455 5.989 0.01 0.05 -0.03 0.10
C 1.872 0.406 5.926 -0.01 0.06 -0.01 -0.09
C 1.614 -4.276 3.207 -0.15 -0.05 -0.18 -0.15
C 3.507 -0.741 2.094 0.34 -0.45 0.02 -0.89
H 6.813 -5.481 -0.092 0.02 -0.01 0.01 0.09
S -1.047 -1.439 2.244 -0.10 0.24 0.62 0.51
C 4.267 -2.024 -3.564 -0.09 -0.20 -0.08 -0.04
H -1.807 -1.146 -4.468 -0.01 -0.03 0.01 0.11
C 0.269 -2.797 4.674 -0.21 -0.23 -0.26 -0.15
Pb 0.744 0.659 0.829 -0.78 -1.24 -0.19 0.91
H 6.207 -1.485 -1.668 -0.05 -0.01 -0.02 0.09
C -0.387 0.458 -4.191 -0.09 0.20 -0.74 -0.29
C 2.502 -2.281 5.756 0.06 0.05 -0.11 -0.05
N 3.875 -1.839 2.055 -0.03 -0.10 0.04 0.07
C 5.635 -0.630 -2.043 0.10 -0.03 0.09 -0.04
C 4.126 3.195 -1.731 -0.12 0.15 -0.18 -0.06
S -0.815 1.842 2.745 -0.21 0.38 0.31 0.47
H 4.885 -1.686 -4.398 0.00 0.00 0.03 0.08
C 3.105 -0.038 6.372 0.08 0.05 -0.10 -0.10
C 2.000 4.124 -2.292 -0.26 -0.14 0.05 -0.04
H -3.935 2.606 1.278 -0.02 0.02 0.02 0.09
H 3.831 0.667 6.755 -0.01 0.00 0.08 0.09
H -3.784 1.020 -1.546 -0.07 -0.01 -0.01 0.08
S 3.104 0.861 2.161 0.28 0.73 0.59 0.46
H 3.243 -2.132 -3.915 -0.02 0.01 0.04 0.10
N 4.319 -1.029 -2.509 0.20 0.07 -0.19 -0.19
C 3.465 2.364 -0.842 0.22 -0.03 -0.09 -0.18
C -1.282 -0.340 -4.964 0.10 0.05 0.32 -0.03
C 1.263 -5.261 2.104 -0.07 -0.02 0.16 -0.14
S -0.281 -2.708 -0.538 -0.13 0.14 -0.48 0.56
C 0.014 3.404 -1.003 -0.76 -0.06 0.18 -0.11
H 4.384 -1.740 6.624 0.01 -0.01 -0.01 0.10
C 0.287 -3.383 0.904 -0.07 0.03 0.29 -0.74
C 3.421 -1.385 6.280 0.03 -0.04 0.12 -0.09
O -2.424 0.148 -0.345 0.18 -0.25 0.08 -0.22
C 3.283 -0.870 -1.705 -0.17 -0.02 0.16 -0.27
C -0.200 0.237 -2.838 0.00 -0.18 0.40 0.09
C 1.276 -1.836 5.271 0.00 -0.09 -0.18 -0.19
F -1.020 1.168 -8.241 -0.02 0.01 0.10 0.03
H 0.199 -3.680 5.322 -0.04 0.07 0.05 0.12
H 5.530 0.090 -1.236 0.00 0.02 -0.01 0.08
C -1.960 2.425 1.600 0.72 0.18 0.44 -0.90
H 3.838 4.740 -3.201 0.00 0.03 -0.01 0.10
C 3.622 -6.490 -0.606 -0.03 0.07 -0.02 -0.06
H -0.701 -2.305 4.633 -0.01 -0.07 0.04 0.07
N 0.539 -3.313 3.335 0.17 0.04 0.05 -0.12
C 3.364 4.082 -2.484 0.13 -0.11 0.07 -0.07
H -3.493 1.995 2.828 0.00 -0.04 -0.03 0.08
H 4.006 1.660 -0.221 -0.01 -0.04 0.01 0.05
H 2.094 -5.953 1.954 0.01 0.01 -0.01 0.12
C 1.450 -5.187 -0.353 -0.01 0.05 0.13 -0.16
C -1.494 -0.104 -6.300 -0.03 0.05 -0.25 -0.03
C 0.063 1.751 -6.219 0.00 0.06 -0.25 -0.03
H 5.631 -3.344 0.352 -0.03 0.03 0.05 0.09
H -0.599 4.145 -1.513 -0.01 0.01 -0.01 0.12
H -3.791 -0.753 -1.631 -0.03 0.01 -0.01 0.07
H 0.983 -6.175 -0.462 0.08 -0.01 -0.08 0.12
H 2.761 -3.331 5.702 -0.03 -0.04 -0.02 0.10
H 4.626 -3.000 -3.221 0.01 0.04 0.02 0.09
C 3.697 -4.161 -0.035 0.03 0.03 -0.17 -0.05
H 0.976 2.131 -4.331 0.02 0.02 0.02 0.10
H 2.558 -3.773 2.978 0.10 -0.06 0.01 0.10
C 5.076 -4.226 0.062 0.04 0.02 -0.08 -0.09
N -0.459 2.715 -0.026 0.48 0.50 0.31 -0.16
C 1.412 3.273 -1.344 0.68 0.05 -0.05 -0.28
C -3.686 0.105 -0.959 0.03 0.05 0.03 -0.17
H -2.175 -0.714 -6.879 0.00 0.00 -0.01 0.11